No. 1
# C27H26BrNO3

2 unconnected molecules or ions with the total composition C27H26BrNO3 (ωB97M-V with the def2-TZVPD basis set, the Open Molecules 2025 dataset).

Calculated values
Gap between HOMO and LUMO (hartree): 0.1024

Geometry as XYZ:
```
58
Properties=species:S:1:pos:R:3:forces:R:3
C -6.1259 0.0088 3.2375 -0.256 -0.004 -0.238
C -4.6992 0.4427 3.3961 -0.138 -0.027 0.188
O -3.8043 -0.5440 2.8657 -0.457 0.555 0.212
C -2.5208 -0.0706 2.9536 1.556 -0.005 -0.051
C -1.5051 -1.0374 2.6413 -1.719 0.485 0.265
C -0.1411 -0.7402 2.7017 1.360 0.247 0.123
C 0.3615 0.5913 2.8966 0.141 -0.392 0.122
C 1.7196 0.8523 2.9724 0.299 -0.809 -0.095
C 2.6429 -0.2034 2.8635 -0.988 -0.174 0.020
Br 4.4951 0.1603 2.9453 0.216 -0.007 0.044
C 2.1903 -1.5268 2.6875 -0.072 0.515 -0.033
C 0.8322 -1.7908 2.5908 -0.198 0.745 0.077
O -2.3333 1.1065 3.3144 -0.247 -0.699 -0.034
H -6.7368 0.6702 3.8548 -0.123 -0.040 -0.010
H -6.4423 0.1419 2.1998 -0.096 -0.276 0.075
H -6.2946 -1.0215 3.5602 0.024 0.048 -0.076
H -4.5480 1.4040 2.8903 0.052 -0.220 0.193
H -4.4725 0.5863 4.4608 0.040 0.022 -0.278
H -1.8387 -2.0240 2.3517 0.023 -0.073 0.028
H -0.3490 1.4026 3.0056 0.194 -0.212 -0.108
H 2.0651 1.8710 3.1174 0.030 -0.125 -0.042
H 2.9082 -2.3372 2.6205 -0.009 0.086 -0.033
H 0.4582 -2.8039 2.4339 0.247 0.169 0.058
C 2.3660 -5.5321 7.1666 0.097 0.391 0.163
O 2.5608 -4.2444 7.7886 -0.595 0.104 -0.399
C 1.6107 -3.3036 7.5622 -0.285 -0.022 -0.163
C 0.4496 -3.5531 6.7884 0.550 -0.045 0.391
C -0.5018 -2.5614 6.6544 -0.175 0.101 0.330
C -0.3482 -1.3003 7.2815 0.364 -0.209 -0.123
C -1.3936 -0.3246 7.2391 -0.214 -0.541 0.381
C -2.7484 -0.6498 7.2272 -0.214 -0.028 -0.399
C -3.8606 0.2859 7.0666 -0.281 -0.388 0.406
C -3.9025 1.6369 6.7690 -0.431 0.330 -0.010
C -5.1559 2.2734 6.7453 0.488 -0.227 0.057
C -6.3351 1.5660 7.0296 0.179 -0.540 0.084
C -6.2998 0.1917 7.3260 0.083 0.253 -0.110
C -5.0551 -0.4241 7.3245 0.525 0.381 -0.016
N -4.7004 -1.7534 7.6094 1.236 -0.206 -0.146
C -5.5928 -2.8052 8.0581 -0.117 -0.396 0.109
C -3.3529 -1.9034 7.5177 -0.730 0.628 0.088
C 0.8633 -1.0490 7.9930 -0.401 0.139 -0.364
C 1.8168 -2.0257 8.1467 -0.049 -0.540 -0.201
H 3.2218 -6.1196 7.4876 -0.086 -0.044 -0.076
H 1.4332 -5.9990 7.5063 0.208 0.090 0.024
H 2.3516 -5.4430 6.0730 0.068 0.025 0.224
H 0.2944 -4.5292 6.3236 0.054 0.494 0.088
H -1.3981 -2.7710 6.0709 0.336 0.203 -0.042
H -1.1475 0.7302 7.3611 0.076 -0.186 -0.123
H -2.9646 2.1481 6.5492 -0.421 0.108 -0.052
H -5.2117 3.3352 6.5047 0.003 -0.306 0.069
H -7.2901 2.0922 7.0236 0.262 -0.188 -0.023
H -7.1867 -0.3959 7.5566 0.022 0.380 -0.121
H -6.6146 -2.4221 8.0694 0.192 -0.168 -0.002
H -5.5318 -3.6785 7.3955 -0.095 0.333 0.029
H -5.3184 -3.1459 9.0676 -0.118 0.274 -0.245
H -2.8769 -2.8543 7.7478 -0.238 0.317 0.009
H 0.9987 -0.0644 8.4443 0.054 -0.285 -0.106
H 2.7316 -1.8527 8.7110 -0.230 -0.040 -0.139
```
Forces are in eV/Å.


No. 2
# C27H26Cl2N8O3PtS

A molecular structure, C27H26Cl2N8O3PtS (ωB97M-V with the def2-TZVPD basis set, the Open Molecules 2025 dataset).

Calculated values
ΔE to the lowest compared entry with this formula, charge and spin (kcal per mole): 44.3
Gap between HOMO and LUMO (alpha / beta) (hartree): 0.2149 / 0.1701
2S+1: 3

Geometry as XYZ:
```
68
Properties=species:S:1:pos:R:3:forces:R:3
Pt 16.3004 12.3660 6.6279 -1.354 0.550 0.725
C 15.6833 16.6158 7.2710 0.700 0.344 -0.780
C 16.1335 15.2165 6.9401 3.013 0.657 0.077
N 15.3363 14.0961 7.0335 1.019 -1.246 -0.617
N 14.1055 14.2076 7.4709 -0.657 1.101 -0.018
C 13.4224 13.0573 7.4342 -0.027 -1.525 -0.106
N 12.1280 12.9735 7.6813 -0.459 0.722 0.633
S 14.2651 11.5902 7.1047 -0.654 -1.459 -0.178
C 17.5445 14.9265 6.6363 -3.140 -2.855 0.486
C 18.5923 15.7847 6.7279 1.767 1.365 -0.309
C 19.9228 15.3554 6.5717 -0.513 1.542 1.162
C 20.2033 13.9809 6.4771 -0.600 0.360 -0.166
C 19.1134 13.1165 6.4536 0.426 -0.168 0.578
N 17.8436 13.5337 6.4829 1.430 1.588 -0.173
H 14.6230 16.6219 7.4349 -0.462 0.051 0.082
H 15.9147 17.2814 6.3924 -0.257 -0.529 0.798
H 16.1813 17.0771 8.1578 -0.207 -0.609 -0.549
H 11.6808 13.8287 7.9975 0.136 -0.164 -0.188
H 11.5084 12.0553 7.6130 0.848 0.136 -0.661
H 18.2847 16.8071 6.9576 0.749 -0.079 -0.163
H 20.6959 16.1472 6.7732 -0.608 -1.177 -0.563
H 21.2115 13.5951 6.4855 -0.021 0.004 -0.018
H 19.2327 12.0261 6.5888 -0.004 0.710 -0.484
Cl 8.3247 9.3003 4.1087 0.276 -0.764 -0.719
C 7.4622 10.1367 5.3063 -0.616 0.546 0.836
C 7.3595 11.4980 5.1033 -0.249 1.158 0.514
C 6.7890 12.3034 6.0874 -1.217 -0.003 0.068
C 6.2445 11.7496 7.2661 1.287 -1.841 -0.986
C 6.3634 10.3654 7.5124 0.824 1.008 -3.711
Cl 5.8803 9.6407 8.9457 -0.445 -0.368 1.114
C 6.9236 9.5294 6.4528 1.248 0.145 1.765
N 7.1998 8.1849 6.7737 -1.556 1.755 -0.030
C 8.3399 7.4803 6.4791 3.683 -2.680 -1.396
C 8.2550 6.3744 5.5397 -1.602 1.163 0.665
C 9.3572 5.6520 5.1794 0.401 -0.619 -0.032
C 10.6102 5.9080 5.7627 -0.389 -0.100 -0.670
C 10.7868 6.8962 6.6855 -1.485 0.999 0.741
C 9.6673 7.7112 7.0263 -1.671 -1.114 -0.347
C 9.9306 8.7054 8.0767 0.089 3.113 -0.384
C 11.1491 9.6873 7.6218 -0.939 0.583 0.080
O 10.7929 10.8149 7.1053 0.179 -1.027 0.846
O 12.3153 9.3072 7.8221 -0.664 -0.194 0.018
H 7.7510 11.9474 4.1829 -0.154 -0.293 0.456
H 6.5668 13.3668 5.8966 0.544 -0.583 0.102
H 5.8605 12.3611 8.0244 -0.641 0.840 0.868
H 6.4695 7.7529 7.2974 -0.071 -0.436 0.299
H 7.2379 6.1326 5.0953 1.384 0.421 0.574
H 9.2783 4.8179 4.4637 -0.040 0.545 0.357
H 11.4142 5.3241 5.3937 0.839 -0.555 0.010
H 11.6683 7.1485 7.2948 -0.078 -0.473 -0.869
H 10.2693 8.3052 9.0025 0.301 -0.828 0.667
H 9.0317 9.3274 8.3249 0.768 -0.422 -0.439
C 15.5291 8.1404 8.5011 -0.735 0.116 -1.526
N 16.2652 8.6789 7.3090 0.193 -0.155 0.982
C 16.0717 8.1359 6.0922 0.040 2.704 0.703
C 16.6772 8.7146 4.9823 -1.098 -2.458 -0.036
C 17.3069 9.9237 5.1425 1.559 0.311 1.251
N 17.4621 10.4608 6.3910 -0.418 1.727 -0.853
C 17.1663 9.7810 7.5478 0.003 -1.359 -0.170
O 17.6170 10.0102 8.6530 -0.660 0.029 -1.080
N 17.9769 10.5158 4.1248 0.062 1.026 0.000
H 15.6714 7.0630 8.4475 -0.234 -0.092 0.259
H 14.4513 8.4187 8.2827 1.043 -0.274 1.020
H 15.9908 8.5142 9.4198 -0.425 0.177 -0.406
H 15.2306 7.4649 6.0608 0.342 -0.831 -0.235
H 16.6570 8.1073 4.0784 -0.069 0.696 -0.088
H 17.7094 10.3107 3.1737 0.034 -0.011 0.193
H 18.4906 11.3988 4.2779 -0.767 -0.903 0.020
```
Forces are in eV/Å.


No. 3
# C27H26Co2N3O6

A molecular structure, C27H26Co2N3O6 (ωB97M-V with the def2-TZVPD basis set, the Open Molecules 2025 dataset).

Calculated values
Total charge: -1
ΔE to the lowest compared entry with this formula, charge and spin (kcal per mole): 0.0
Gap between HOMO and LUMO (hartree): 0.2224

Geometry as XYZ:
```
64
Properties=species:S:1:pos:R:3:forces:R:3
C -2.3658 -4.2317 -0.7647 -0.189 0.038 -0.227
N -3.6937 -3.7918 -0.3652 -0.130 0.245 0.274
C -4.4224 -4.6739 0.5307 0.167 0.068 -0.047
C -4.0438 -2.4715 -0.5486 1.908 1.351 -0.426
N -3.0741 -1.5765 -0.6825 -1.688 -1.996 0.008
C -3.2424 -0.4981 -1.6293 0.171 0.555 -0.071
C -1.9548 -0.3818 -2.4272 -0.284 -0.090 -0.031
C -1.8772 -0.9894 -3.6847 0.356 0.351 0.138
C -0.6917 -0.9021 -4.4225 -0.032 0.068 0.118
C 0.3998 -0.1894 -3.9046 -0.241 -0.094 0.151
C 0.3087 0.4245 -2.6492 -0.120 -0.077 0.099
C -0.8579 0.2924 -1.8923 0.072 0.089 -0.238
N -5.3884 -2.2138 -0.6262 -0.407 -0.141 -0.153
C -6.3793 -3.2404 -0.9065 -0.089 0.149 -0.207
C -5.8815 -0.8484 -0.6018 0.177 -0.052 0.113
H -1.9489 -3.5036 -1.4723 -0.097 -0.271 0.349
H -1.6954 -4.3362 0.0949 0.017 0.094 -0.073
H -2.4662 -5.2089 -1.2552 0.102 0.065 0.086
H -5.1009 -4.1019 1.1824 0.318 -0.268 -0.245
H -4.9986 -5.4112 -0.0490 0.065 -0.010 0.382
H -3.6926 -5.2007 1.1539 -0.183 0.001 0.055
H -4.0616 -0.6625 -2.3696 0.333 0.148 0.549
H -3.4094 0.4574 -1.0847 -0.011 -0.271 -0.508
H -2.7594 -1.5102 -4.0728 0.363 0.137 0.047
H -0.6437 -1.3758 -5.4080 0.122 0.171 0.343
H 1.3368 -0.1268 -4.4566 -0.258 0.038 0.006
H 1.1401 1.0116 -2.2477 -0.202 -0.348 -0.169
H -0.9290 0.7186 -0.8836 0.080 -0.080 -0.471
H -5.9383 -4.0760 -1.4521 -0.004 0.134 0.066
H -6.8419 -3.6238 0.0135 -0.051 0.052 -0.232
H -7.1660 -2.8145 -1.5379 0.081 -0.014 0.076
H -5.1264 -0.2227 -0.1209 -0.339 -0.056 -0.012
H -6.0523 -0.4714 -1.6228 -0.114 0.005 0.343
H -6.8169 -0.8080 -0.0340 0.112 0.032 -0.045
O 1.0662 4.6629 4.7131 0.182 -0.604 -0.090
C 1.6319 3.8322 4.1489 -0.254 1.260 -0.074
Co 2.3985 2.5598 3.1811 -0.394 0.043 1.021
C 2.2973 1.0684 4.0708 -0.387 -2.017 0.957
O 2.0862 0.0651 4.6044 0.105 0.670 -0.264
C 1.0515 2.3337 2.1153 0.164 0.700 -1.946
O 0.2205 2.2628 1.3139 0.394 -0.272 1.071
C 3.8122 2.5338 1.7849 -1.928 1.669 -1.928
C 3.7994 1.6975 0.6030 0.654 -0.731 -0.376
C 3.4160 0.3439 0.6863 0.043 0.444 -0.431
C 3.3051 -0.4162 -0.4720 0.105 0.151 0.161
C 3.7216 0.1091 -1.6967 0.129 0.206 -0.114
C 4.2686 1.3974 -1.7602 -0.330 -0.126 0.261
C 4.2509 2.2075 -0.6286 -0.096 -0.354 0.032
C 4.2718 3.8980 1.8367 -2.174 0.465 -3.579
C 4.0571 4.9971 1.1086 0.991 0.387 0.757
Co 4.8549 2.9169 3.1592 2.097 -0.905 5.589
C 6.5451 3.4022 3.1606 1.627 0.819 -0.482
O 7.6489 3.7489 3.0929 -1.705 -0.607 0.191
C 4.9998 1.2285 3.6811 1.455 -2.416 0.386
O 5.2090 0.1246 3.9603 -0.640 1.753 -0.448
C 4.2356 3.5970 4.7527 0.992 0.446 1.190
O 4.2482 3.9581 5.8561 -0.533 -0.453 -1.601
H 3.2014 -0.0762 1.6682 -0.198 0.094 -0.265
H 2.8885 -1.4179 -0.4014 0.139 0.066 -0.149
H 3.5938 -0.4699 -2.6062 0.158 -0.052 0.084
H 4.6935 1.8018 -2.6787 -0.271 -0.199 0.037
H 4.5947 3.2397 -0.6835 -0.033 -0.301 0.088
H 4.5903 5.9169 1.3601 -0.249 -0.012 -0.106
H 3.3767 5.0350 0.2660 -0.047 -0.147 -0.018
```
Forces are in eV/Å.


Number 1: molecular weight 492.4 u. Number 2: molecular weight 808.6 u. Number 3: molecular weight 606.4 u.